Below is C41H41BCl3N13O3S3V as an isolated structure at a distorted geometry, with properties calculated with wB97M-V/def2-TZVPD.

```
106
Properties=species:S:1:pos:R:3
V -0.6754 -0.3707 1.4132
C -1.6227 -3.3150 -0.4322
C -2.5429 -2.6485 0.5194
C -3.8111 -3.0665 0.8502
C -4.2585 -2.1948 1.8388
N -3.3237 -1.2926 2.0814
N -2.2324 -1.5414 1.2763
B -3.3425 -0.0413 3.0029
N -2.0892 -0.1320 3.9122
C -2.0293 -0.0064 5.2331
C -0.7315 -0.2558 5.6491
C -0.0147 -0.5454 4.5004
C 1.4197 -0.9395 4.4365
N -0.8533 -0.4662 3.4310
N -3.1274 1.1645 2.0448
C -3.8630 2.2196 1.7047
C -3.1395 3.0233 0.8403
C -1.9263 2.3812 0.6596
C -0.8103 2.8451 -0.2172
N -1.9237 1.2362 1.3942
N -4.5626 0.0099 3.8614
C -5.3408 1.0237 4.3500
C -6.1770 0.4899 5.2826
C -5.8461 -0.8883 5.3316
C -6.4450 -1.9406 6.2109
N -4.8700 -1.1703 4.4883
H -2.2009 -3.8390 -1.1904
H -0.9343 -2.6276 -0.9169
H -1.0405 -4.0438 0.1261
H -4.3378 -3.9118 0.4378
H -5.1922 -2.1738 2.3783
H -2.9109 0.2337 5.8081
H -0.3522 -0.2507 6.6578
H 1.7359 -1.2676 5.4237
H 1.5892 -1.7617 3.7455
H 2.0522 -0.0943 4.1564
H -4.8717 2.3355 2.0611
H -3.4524 3.9555 0.3979
H -0.6373 3.9076 -0.0439
H 0.1097 2.3024 -0.0395
H -1.0809 2.7266 -1.2679
H -5.2290 2.0494 4.0429
H -6.9381 1.0019 5.8508
H -7.4304 -1.6353 6.5568
H -6.5311 -2.8898 5.6835
H -5.8187 -2.1074 7.0889
N 3.3995 -4.1582 -4.3538
C 2.9929 -3.8917 -3.0882
C 1.9489 -4.6256 -2.4971
C 1.5381 -4.3534 -1.2134
C 2.1399 -3.3224 -0.4920
C 3.2029 -2.6053 -1.0525
C 3.6136 -2.8739 -2.3354
S 1.7266 -3.0568 1.1718
O 0.7039 -3.9556 1.5969
O 2.9376 -2.8896 1.9188
N 1.0114 -1.5183 1.1947
C 1.7650 -0.4075 1.4462
S 3.4675 -0.1613 1.6537
C 3.1709 1.5210 1.9145
C 1.8620 1.8136 1.8589
N 1.0658 0.7249 1.5629
H 3.0468 -4.9618 -4.8415
H 4.2361 -3.7389 -4.7176
H 1.4882 -5.4364 -3.0486
H 0.7827 -4.9704 -0.7491
H 3.7261 -1.8564 -0.4660
H 4.4517 -2.3368 -2.7636
H 3.9842 2.2000 2.1232
H 1.4165 2.7854 2.0078
Cl -0.4866 6.5570 -4.4226
C 0.2300 4.9976 -4.2595
C 0.7960 4.6223 -3.0540
C 1.3651 3.3639 -2.9477
C 1.3829 2.4674 -4.0105
C 2.0297 1.1209 -3.7989
C 1.0289 -0.0444 -3.8963
N 0.1079 -0.0586 -2.7537
C -1.2591 0.1121 -2.8061
C -1.7045 0.0453 -1.5292
N -0.6208 -0.1675 -0.6953
C 0.4546 -0.2178 -1.4777
O 3.0662 0.8944 -4.7194
C 4.3258 0.6295 -4.1219
C 4.8122 1.7390 -3.2320
C 4.7756 3.0673 -3.5365
Cl 4.1872 3.7969 -4.9650
S 5.4297 4.0427 -2.2881
C 5.7729 2.6731 -1.3294
C 5.3885 1.5232 -1.9445
C 0.8178 2.8831 -5.2155
Cl 0.8119 1.8596 -6.6139
C 0.2422 4.1361 -5.3443
H 0.8094 5.3172 -2.2239
H 1.8456 3.0773 -2.0159
H 2.4343 1.1445 -2.7805
H 1.5725 -0.9868 -3.9579
H 0.4239 0.0591 -4.7911
H -1.7823 0.2602 -3.7367
H -2.7120 0.1271 -1.1553
H 1.4708 -0.3890 -1.1637
H 5.0083 0.4629 -4.9540
H 4.2806 -0.2939 -3.5300
H 6.2711 2.7862 -0.3772
H 5.5434 0.5395 -1.5136
H -0.1880 4.4398 -6.2893
```

Values from the calculation:
HOMO energy (alpha / beta) (eV): -12.807 / -12.807
ΔE to the lowest compared entry with this formula, charge and spin (kcal/mol): 0.0
Total charge: +2
2S+1: 2
Maximum force (eV/A): 1.0
Frontier orbital gap (alpha / beta) (hartree): 0.17292 / 0.20761